Record 1
The following is a quantum chemistry calculation of C15H22N4O2S in the gas phase in a non-equilibrium geometry, from the Open Molecules 2025 dataset.

ORCA input file:
```
! wB97M-V def2-TZVPD RIJCOSX def2/J DEFGRID3
* xyz 0 1
C -3.96617 -3.56250 0.58024
H -4.10645 -3.08812 1.55756
O -3.98986 -2.62983 -0.47279
C -5.24213 -2.02183 -0.69492
H -5.16449 -1.56192 -1.68348
C -5.57689 -0.94149 0.34269
N -4.55127 0.06495 0.35717
C -4.76099 1.35757 0.06803
N -3.64378 2.12169 -0.07651
N -2.41585 1.58645 -0.02165
C -1.39306 2.33991 -0.16068
C -0.05370 1.81741 -0.12422
C 1.04231 2.67532 -0.24685
C 2.33165 2.19718 -0.21974
C 2.59034 0.82660 -0.06418
C 1.48675 -0.03410 0.06106
C 0.20206 0.45042 0.02917
H -0.63398 -0.22367 0.12817
H 1.64080 -1.09184 0.20398
N 3.87057 0.34570 -0.03482
C 5.01487 1.20592 0.17329
H 5.37095 1.63900 -0.77317
C 6.13945 0.39825 0.81770
H 5.79095 0.00815 1.78602
O 6.58211 -0.66835 0.00389
C 5.56978 -1.18944 -0.83256
H 5.81508 -2.24209 -0.99457
C 4.17485 -1.05589 -0.22524
H 3.45245 -1.49786 -0.91593
H 4.13484 -1.60841 0.72509
H 5.58827 -0.67449 -1.80506
H 7.01094 1.03361 0.99477
H 4.74271 2.02105 0.84861
H 3.14691 2.89237 -0.34212
H 0.87494 3.73572 -0.37401
H -1.50305 3.42022 -0.31496
H -3.78139 3.11903 -0.24428
S -6.24619 2.06890 -0.07315
H -3.58986 -0.25165 0.30393
H -6.52416 -0.45916 0.08949
H -5.66679 -1.38760 1.33957
H -6.04197 -2.77526 -0.71114
H -4.73772 -4.32978 0.44520
H -2.98381 -4.03015 0.55042
*
```

HOMO-LUMO gap = 7.85 eV
SMILES string = COCCNC(=S)N/N=C/c1ccc(N2CCOCC2)cc1
relative energy (zero: lowest compared OMol25 entry of this formula, charge and spin) = 1.894 eV

---

Record 2
The following is a quantum chemistry calculation of a molecular structure, C4H8N2O2 in a non-equilibrium geometry, from the Open Molecules 2025 dataset.

ORCA input file:
```
! wB97M-V def2-TZVPD RIJCOSX def2/J DEFGRID3
* xyz 0 1
C -1.29980 -1.26976 1.45487
C -0.17151 -0.28277 -0.03800
C 0.09764 1.74122 -1.00773
C 0.93357 0.65847 -0.14979
H -2.10790 -1.54135 0.29171
H -0.52668 -2.42446 1.90651
H -2.26583 -0.96570 2.55124
H -0.04618 -1.32583 -0.16717
H 0.69987 2.54690 -1.28510
H 1.08855 1.26536 0.80275
H 2.97500 -0.29942 -0.45905
H 1.78465 0.58223 -2.36557
N -1.14110 1.54409 -1.09988
N 1.85908 -0.10623 -1.02230
O -0.53868 -0.25044 1.27913
O -1.34069 0.12769 -0.69162
*
```

HOMO-LUMO gap = 9.05 eV
relative energy (zero: lowest compared OMol25 entry of this formula, charge and spin) = 12.535 eV

---

Record 3
The following is a quantum chemistry calculation of a molecular structure, C28H12BF15GeO2ReSSbSe4 in a non-equilibrium geometry, from the Open Molecules 2025 dataset.

ORCA input file:
```
! wB97M-V def2-TZVPD RIJCOSX def2/J DEFGRID3
* xyz 2 1
Re -2.69389 0.62006 -1.79564
Se -4.40789 -0.18999 -4.46017
Sb -5.03650 -0.64494 -2.10492
Se -1.87292 -1.56975 -2.34152
Se -2.86020 2.19710 -3.54784
Se -4.63540 1.88669 -1.58500
C 5.25917 -1.96094 -4.21412
C 5.32931 -0.49314 -3.84392
C 6.16404 0.33925 -4.88032
C 5.85219 -0.24612 -2.42932
C 3.87312 -0.01303 -3.97953
C 3.32034 0.58098 -5.13221
C 1.95986 0.94857 -5.18155
C 1.13786 0.43805 -4.17541
O -0.19621 0.46508 -4.02157
B -0.49858 -0.08822 -2.66701
O 0.75795 -0.30937 -2.04902
C 1.69045 -0.05325 -2.91782
C 3.03354 -0.35553 -2.88342
H 6.14697 -2.52592 -3.89480
H 5.23381 -2.09546 -5.34054
H 4.29780 -2.49446 -3.91032
H 7.19049 0.18955 -4.79875
H 5.98769 1.36281 -4.69890
H 5.85104 0.08103 -5.89660
H 6.95221 -0.36185 -2.30544
H 5.30041 -0.87654 -1.79299
H 5.61908 0.76892 -2.05246
H 4.01286 0.77549 -5.95534
H 1.67083 1.56955 -6.05686
H 3.55603 -0.53890 -1.90789
F -1.85051 2.93225 3.91778
C -3.19152 2.76007 3.74193
C -3.66570 1.55946 3.17080
C -5.00576 1.55511 2.89576
F -5.49051 0.48878 2.13238
C -5.82568 2.57812 3.25960
F -7.14156 2.36640 3.02020
C -5.35646 3.66951 3.96057
F -6.20710 4.63052 4.45778
C -3.99270 3.75248 4.20743
F -3.46268 4.71379 4.96181
Ge -2.26010 0.27696 2.44416
S -2.11218 1.23840 0.44354
C -0.56000 0.24482 3.48292
C -0.55317 -0.13953 4.82476
F -1.66398 -0.64922 5.40414
C 0.53245 0.11522 5.69733
F 0.31830 0.12133 7.00621
C 1.72872 0.55760 5.19606
F 2.76514 0.78487 6.06563
C 1.74439 1.01978 3.87854
F 2.87317 1.62423 3.46912
C 0.67570 0.86064 3.02839
F 0.76016 1.31075 1.74378
C -2.47025 -1.68245 2.21409
C -3.65249 -2.25256 2.68223
F -4.36982 -1.68128 3.69728
C -3.99003 -3.49763 2.25471
F -5.11736 -4.11469 2.73568
C -3.17293 -4.23646 1.37692
F -3.56286 -5.45275 1.00000
C -1.90539 -3.75782 1.11092
F -1.08557 -4.49772 0.30957
C -1.49675 -2.50223 1.63203
F -0.23043 -2.10248 1.39716
*
```

HOMO-LUMO gap (alpha / beta) = 3.91 / 3.89 eV

---

Record 4
The following is a quantum chemistry calculation of a molecular structure, C4H6InO4 in a non-equilibrium geometry, from the Open Molecules 2025 dataset.

ORCA input file:
```
! wB97M-V def2-TZVPD RIJCOSX def2/J DEFGRID3
* xyz 1 1
In 1.54996 -2.21001 0.70154
C -3.21635 -3.35355 -4.48223
C -2.22593 -3.10439 -3.43866
O -1.58184 -4.05433 -2.93874
O -1.92944 -1.94529 -3.17500
H -3.84797 -2.46645 -4.43532
H -3.78959 -4.21612 -4.14244
H -2.72657 -3.52329 -5.44109
C 2.74309 4.15629 4.10797
C 2.23576 2.77095 3.66205
O 1.71748 2.66999 2.50330
O 2.48830 1.74599 4.36146
H 3.78734 4.07643 4.41009
H 2.15708 4.51733 4.95315
H 2.63861 4.93638 3.35388
*
```

HOMO-LUMO gap = 1.53 eV
relative energy (zero: lowest compared OMol25 entry of this formula, charge and spin) = 5.854 eV

---

Record 5
The following is a quantum chemistry calculation of 2 unconnected molecules or ions with the total composition C3H7NO2S in a non-equilibrium geometry, from the Open Molecules 2025 dataset.

ORCA input file:
```
! wB97M-V def2-TZVPD RIJCOSX def2/J DEFGRID3
* xyz 0 1
C -2.94252 0.28824 0.83519
C -2.38353 -0.35838 -0.40977
C 0.01780 0.13758 -0.20988
H -3.93811 0.77372 0.91607
H -2.06969 1.17921 0.78775
H -2.90807 -0.31369 1.67634
H -2.30266 0.32082 -1.29758
H -2.95916 -1.30575 -0.76737
H 0.99956 -1.66236 -0.15428
H 2.74328 -0.88383 2.01002
N 1.17550 -0.60463 -0.40759
O -1.05375 -0.81620 -0.16087
O -0.06042 1.33450 -0.51302
S 2.68558 0.09833 0.23625
*
```

HOMO-LUMO gap = 8.41 eV
relative energy (zero: lowest compared OMol25 entry of this formula, charge and spin) = 4.578 eV

---

Record 6
The following is a quantum chemistry calculation of C6H9NO2 in the gas phase in a non-equilibrium geometry, from the Open Molecules 2025 dataset.

ORCA input file:
```
! wB97M-V def2-TZVPD RIJCOSX def2/J DEFGRID3
* xyz 0 1
C -1.83906 0.38676 -0.46857
C 0.92493 -1.45874 -1.05611
C -0.79688 1.34495 0.01493
C 1.14915 -0.04375 -0.59791
C 0.81979 0.06269 1.07858
C 0.92403 -0.81968 2.06545
O -1.04427 2.62339 -0.35677
N 0.10028 1.17867 0.95843
O 1.79363 0.78856 -1.19802
H -0.28020 3.15767 -0.08586
H -2.82446 0.85187 -0.36974
H -1.71651 0.20297 -1.53840
H -1.84475 -0.52820 0.12521
H 1.89541 -1.95561 -1.12182
H 0.27951 -2.02398 -0.38934
H 0.46927 -1.43607 -2.05011
H 1.46622 -1.74831 1.94243
H 0.52390 -0.58318 3.04762
*
```

HOMO-LUMO gap = 8.89 eV
SMILES string = C=C(/N=C(\C)O)C(C)=O
relative energy (zero: lowest compared OMol25 entry of this formula, charge and spin) = 2.839 eV

---

Record 7
The following is a quantum chemistry calculation of 2 unconnected molecules or ions with the total composition C3H12N2 in a non-equilibrium geometry, from the Open Molecules 2025 dataset.

ORCA input file:
```
! wB97M-V def2-TZVPD RIJCOSX def2/J DEFGRID3
* xyz 0 1
C -2.40189 1.42544 -2.13592
N -2.05487 0.65481 -0.84957
H -2.31320 2.48761 -1.85257
H -1.88009 1.39592 -3.08389
H -3.47964 1.22615 -2.51933
H -2.37172 -0.31538 -0.85333
H -2.26367 1.10957 0.08918
C 2.48513 -1.63339 1.51181
C 1.65084 -0.32331 1.33463
N 0.59903 -0.56224 0.38659
H 1.94486 -2.43598 2.07285
H 3.37421 -1.28339 2.11198
H 2.60532 -2.08815 0.49753
H 2.21666 0.77393 1.04973
H 1.22301 -0.07608 2.34929
H 0.91806 -0.31633 -0.49909
H -0.25207 -0.03916 0.39011
*
```

HOMO-LUMO gap = 9.75 eV
SMILES string = CCN.CN
relative energy (zero: lowest compared OMol25 entry of this formula, charge and spin) = 1.664 eV

---

Record 8
The following is a quantum chemistry calculation of 3 unconnected molecules or ions with the total composition C32H60N3O3 in a non-equilibrium geometry, from the Open Molecules 2025 dataset.

ORCA input file:
```
! wB97M-V def2-TZVPD RIJCOSX def2/J DEFGRID3
* xyz 1 3
C 2.67686 0.15731 -1.61707
C 1.51494 -0.83364 -1.69062
C 0.65633 -0.57595 -2.94569
C -0.77215 -1.06787 -2.79989
C -1.56744 -0.17930 -1.80223
C -2.54769 0.69576 -2.50326
N -3.58912 0.11352 -3.11399
C -4.56053 0.79320 -3.76194
C -4.48368 2.16985 -3.81415
C -3.42429 2.82982 -3.19766
C -2.43886 2.10076 -2.54533
O -1.38639 2.61293 -1.90509
C -0.83216 3.87213 -2.37010
C 0.68461 3.71487 -2.44382
C 1.16748 3.64769 -3.89914
C 2.70376 3.56784 -3.98761
H 3.08537 0.35341 -2.60372
H 3.48119 -0.22705 -0.99837
H 2.34533 1.09473 -1.17483
H 0.88256 -0.75768 -0.81148
H 1.92591 -1.83253 -1.79291
H 1.12976 -1.10181 -3.77275
H 0.67382 0.47898 -3.21930
H -0.82192 -2.10549 -2.48777
H -1.25548 -1.00064 -3.77511
H -0.89714 0.43161 -1.21544
H -2.13230 -0.78794 -1.09470
H -3.65162 -0.89432 -3.05954
H -5.34789 0.20382 -4.19399
H -5.26248 2.71335 -4.31939
H -3.36229 3.90424 -3.22397
H -1.10365 4.62060 -1.63338
H -1.19525 4.12595 -3.36033
H 1.18573 4.51290 -1.90429
H 0.96731 2.79119 -1.94504
H 0.68858 2.78209 -4.35264
H 0.79488 4.54091 -4.39395
H 3.12160 3.59428 -2.98692
H 3.08485 4.39718 -4.56700
H 3.00874 2.63527 -4.44641
C 1.99990 2.93648 1.01817
C 2.65169 1.78907 1.83463
C 2.58185 2.07759 3.33841
C 3.60151 3.10155 3.83794
C 5.00750 2.75045 3.35219
C 5.07559 2.58139 1.83545
N 4.06020 1.58359 1.38765
O 4.45379 0.37864 1.63458
C 4.86889 3.94604 1.15295
C 6.46546 2.11346 1.42003
C 1.83261 0.53169 1.55462
H 2.58003 3.16457 0.12360
H 1.00549 2.65473 0.66864
H 1.88486 3.85742 1.59122
H 2.74432 1.14225 3.88254
H 1.57035 2.40718 3.58557
H 3.32356 4.11007 3.51947
H 3.58822 3.11625 4.92891
H 5.71478 3.52346 3.65766
H 5.33169 1.82441 3.83649
H 4.86652 3.83970 0.06657
H 5.68922 4.61138 1.41952
H 3.95307 4.45371 1.44597
H 6.75700 1.19302 1.92189
H 7.19594 2.87840 1.68008
H 6.51577 1.94701 0.34284
H 1.90169 0.24247 0.50375
H 0.78687 0.73049 1.78954
H 2.15179 -0.31330 2.16106
C -2.39204 -6.18672 1.03810
C -2.07429 -4.89430 1.83832
C -2.52892 -5.02867 3.29618
C -4.03390 -4.87800 3.51470
C -4.55748 -3.61368 2.83715
C -4.19246 -3.55618 1.35533
N -2.71831 -3.71370 1.18301
O -2.10208 -2.61872 1.48713
C -4.97333 -4.63791 0.58740
C -4.63230 -2.22300 0.76020
C -0.55802 -4.72762 1.82418
H -2.75934 -5.96037 0.03794
H -1.49838 -6.79275 0.90155
H -3.13073 -6.81690 1.53431
H -2.02026 -4.26644 3.89467
H -2.19315 -5.99467 3.67657
H -4.56698 -5.76017 3.15093
H -4.23700 -4.82413 4.58517
H -5.64253 -3.55258 2.94135
H -4.14632 -2.73752 3.34830
H -4.69284 -4.64657 -0.46743
H -6.04059 -4.42539 0.64693
H -4.83676 -5.64142 0.97933
H -4.20828 -1.37319 1.29343
H -5.71686 -2.14152 0.81579
H -4.33973 -2.15380 -0.29193
H -0.18749 -4.56368 0.81052
H -0.10011 -5.63605 2.21178
H -0.22689 -3.89941 2.44799
*
```

HOMO-LUMO gap (alpha / beta) = 6.18 / 7.19 eV
<S²> = 2.01